(1)
ORCA calculation (ωB97M-V with the def2-TZVPD basis set) on 2 unconnected molecules or ions with the total composition C5H14NO2.

XYZ file:
```
22
Properties=species:S:1:pos:R:3:forces:R:3
C -2.267668 -0.509132 1.226271 -0.50 0.27 0.01
N -1.219610 0.300583 1.845837 -0.59 -0.44 -0.19
C -0.050005 0.562053 0.977612 -1.06 0.37 -0.60
C 0.558922 -0.669687 0.281255 0.63 0.97 0.70
C 1.972961 -0.331342 -0.326135 -0.39 -0.58 0.22
O 1.889349 0.366032 -1.476166 0.15 0.47 -0.18
C -0.507035 1.660465 -0.039014 1.48 -0.02 0.07
H -1.955960 -1.460825 0.789622 0.24 -0.19 0.19
H -2.813585 -0.009880 0.416454 0.36 0.37 0.07
H -3.025913 -0.685323 1.991663 -0.02 -0.24 0.02
H -1.016846 -0.158623 2.726256 0.60 0.07 -0.17
H 0.711601 0.989108 1.635295 0.03 -0.05 -0.03
H 0.610606 -1.406069 1.101917 0.13 -0.40 -0.53
H -0.019399 -0.978328 -0.584424 -0.37 -0.38 0.14
H 2.508613 0.228737 0.489801 0.17 -0.35 -0.18
H 2.480104 -1.322454 -0.500875 0.01 0.31 0.47
H 0.124891 2.536240 0.145429 -0.29 0.14 -0.03
H -1.547696 1.961986 0.023846 -0.15 -0.21 0.18
H -0.212332 1.356795 -1.042710 -0.23 -0.05 -0.08
H 1.806291 -0.480270 -2.695308 -0.60 -0.07 -0.16
H 0.512999 -0.912343 -3.465874 -0.15 0.08 0.07
O 1.459714 -1.037723 -3.520751 0.56 -0.06 0.02
```
Positions in Å, forces in eV/Å.

## Properties
Electronic energy: -10996.98452 eV
Gap between HOMO and LUMO: 7.09 eV
HOMO level: -3.39 eV
Multiplicity: 1
Charge: -1
Relative energy (zero: lowest compared OMol25 entry of this formula, charge and spin): 14.33 kcal per mole

Charges computed using natural (NBO), reported in e: number 1, C, carries -0.419; number 2, N, carries -0.641; number 3, C, carries -0.038; number 4, C, carries -0.458; number 5, C, carries -0.006; number 6, O, carries -0.933; number 7, C, carries -0.646; number 8, H, carries 0.171; number 9, H, carries 0.183; number 10, H, carries 0.179; number 11, H, carries 0.342; number 12, H, carries 0.179; number 13, H, carries 0.167; number 14, H, carries 0.200; number 15, H, carries 0.086; number 16, H, carries 0.103; number 17, H, carries 0.203; number 18, H, carries 0.189; number 19, H, carries 0.251; number 20, H, carries 0.506; number 21, H, carries 0.436; number 22, O, carries -1.054

(2)
ORCA calculation (ωB97M-V with the def2-TZVPD basis set) on a molecular structure, C22H40AsHgN2OS3Sb2.

XYZ file:
```
72
Properties=species:S:1:pos:R:3:forces:R:3
Hg -0.415669 0.336371 1.146090 0.31 0.37 -0.29
C 2.832871 -4.177763 1.808586 0.07 -0.16 -0.01
Sb 2.220923 -2.144038 1.512948 -0.17 0.10 -0.03
C 2.100281 -1.735569 3.612187 0.02 0.09 0.13
C 4.210540 -1.286587 1.357247 0.06 -0.15 -0.38
C 4.807971 -1.491957 -0.014262 -0.07 -0.02 0.21
C 5.289282 -2.762840 -0.358122 -0.02 0.11 0.06
C 5.807064 -3.036935 -1.613863 -0.03 0.05 0.05
C 5.846782 -2.028042 -2.568743 -0.03 0.02 0.06
C 5.380299 -0.765307 -2.241580 0.02 0.05 0.04
C 4.867135 -0.467799 -0.973214 -0.05 0.29 0.00
C 4.383555 0.937391 -0.699141 0.01 -0.40 -0.07
Sb 2.254866 1.182249 -1.093274 -0.04 -0.06 0.19
C 2.396848 0.728634 -3.175955 -0.07 -0.07 -0.17
C 2.452489 3.305952 -1.317547 -0.12 0.12 0.04
H 3.762865 -4.219329 2.380126 -0.07 -0.02 -0.02
H 2.964906 -4.686253 0.852128 0.01 0.02 0.09
H 2.044437 -4.684870 2.371416 0.08 0.02 -0.05
H 2.989029 -2.122855 4.118179 -0.08 0.06 -0.05
H 1.204819 -2.199668 4.025038 0.05 0.01 -0.01
H 2.023937 -0.656512 3.773832 0.01 -0.11 0.00
H 4.799984 -1.783087 2.129722 0.04 0.03 -0.02
H 4.093829 -0.238062 1.626894 0.10 -0.03 0.00
H 5.255812 -3.549436 0.390649 0.02 0.06 -0.05
H 6.182188 -4.027949 -1.843363 -0.04 0.06 0.01
H 6.248779 -2.221899 -3.556091 -0.03 0.02 0.03
H 5.421454 0.027951 -2.983311 0.01 -0.06 0.07
H 4.883551 1.654490 -1.353016 0.02 -0.06 0.03
H 4.536325 1.246429 0.335896 0.10 -0.02 -0.09
H 3.182052 1.332138 -3.637573 -0.07 -0.06 0.01
H 1.437454 0.942306 -3.655168 0.13 -0.02 0.03
H 2.622688 -0.332960 -3.300513 -0.02 0.12 -0.01
H 3.265159 3.525043 -2.012566 -0.05 0.01 0.03
H 2.675580 3.748486 -0.343203 -0.02 -0.02 -0.12
H 1.520989 3.739450 -1.690811 0.10 -0.04 0.04
C -3.991225 -3.234984 -1.708005 -0.12 -0.08 0.00
As -2.739416 -2.165385 -0.715586 -0.02 0.13 -0.47
C -3.870527 -0.970902 0.269262 0.00 0.03 0.24
C -1.940090 -3.474560 0.426700 -0.14 -0.11 0.09
S -1.379864 -1.213686 -1.996160 0.14 -0.16 0.14
H -4.752862 -3.634698 -1.037815 0.01 0.00 -0.01
H -3.448825 -4.052021 -2.174644 0.04 -0.05 -0.06
H -4.452912 -2.626129 -2.478781 -0.03 0.06 -0.05
H -4.575951 -1.545410 0.870616 0.02 0.03 -0.01
H -4.395610 -0.355565 -0.454664 -0.07 0.04 -0.10
H -3.271002 -0.337888 0.918469 -0.03 -0.01 -0.01
H -2.724606 -4.003640 0.966957 0.02 -0.01 0.02
H -1.268523 -3.011742 1.131290 0.22 0.07 0.10
H -1.391599 -4.157509 -0.214027 0.05 -0.07 -0.08
C -3.026030 3.044088 -3.824129 0.06 -0.06 0.12
C -2.627416 3.024317 -2.381065 0.01 -0.02 -0.09
C -2.804709 3.943680 -1.374004 -0.03 0.15 0.30
C -2.196302 3.373342 -0.225940 -0.04 0.13 -0.07
N -1.678983 2.189080 -0.524404 -0.22 0.18 0.04
N -1.948218 2.001065 -1.830012 0.07 0.07 0.03
C -2.114106 3.923752 1.165247 -0.01 0.00 -0.15
H -3.726410 3.858369 -4.001521 0.01 -0.03 0.00
H -3.503274 2.106136 -4.118438 0.02 0.06 0.03
H -2.158703 3.195138 -4.471118 -0.04 0.00 0.03
H -3.312957 4.896157 -1.446213 0.10 -0.14 0.01
H -1.716000 1.105511 -2.231554 -0.02 -0.26 -0.05
H -1.882101 4.990385 1.153455 -0.02 -0.05 -0.02
H -1.345942 3.399964 1.731890 -0.01 0.03 -0.04
H -3.060652 3.790139 1.695023 0.04 0.02 -0.03
C -3.066950 0.406209 6.097126 0.13 -0.05 -0.17
O -2.642009 -0.485787 5.051301 0.14 -0.04 -0.20
C -1.905635 -0.021324 4.034984 -0.13 0.76 0.20
S -1.489934 1.586281 3.870491 -0.05 -0.11 0.22
S -1.467964 -1.222604 2.900353 -0.31 -0.74 0.38
H -3.853987 -0.123825 6.624292 0.02 -0.06 0.00
H -3.435759 1.341637 5.685883 -0.03 0.00 -0.07
H -2.235287 0.617682 6.767346 0.05 0.00 -0.03
```
Positions in Å, forces in eV/Å.

## Properties
Electronic energy: -139083.43445 eV
Gap between HOMO and LUMO (alpha / beta): 6.70 / 6.95 eV
HOMO level (alpha / beta): -6.22 / -7.69 eV
Multiplicity: 2
Relative energy (zero: lowest compared OMol25 entry of this formula, charge and spin): 0.00 kcal per mole

Charges computed using Mulliken, reported in e: number 1, Hg, carries 1.005; number 2, C, carries -1.446; number 3, Sb, carries 0.640; number 4, C, carries -1.371; number 5, C, carries -1.522; number 6, C, carries 0.734; number 7, C, carries -0.419; number 8, C, carries -0.773; number 9, C, carries -0.662; number 10, C, carries -0.556; number 11, C, carries 0.757; number 12, C, carries -1.764; number 13, Sb, carries 0.521; number 14, C, carries -1.398; number 15, C, carries -1.392; number 16, H, carries 0.417; number 17, H, carries 0.367; number 18, H, carries 0.428; number 19, H, carries 0.456; number 20, H, carries 0.377; number 21, H, carries 0.388; number 22, H, carries 0.648; number 23, H, carries 0.315; number 24, H, carries 0.389; number 25, H, carries 0.398; number 26, H, carries 0.393; number 27, H, carries 0.330; number 28, H, carries 0.607; number 29, H, carries 0.628; number 30, H, carries 0.381; number 31, H, carries 0.374; number 32, H, carries 0.396; number 33, H, carries 0.405; number 34, H, carries 0.401; number 35, H, carries 0.368; number 36, C, carries -1.153; number 37, As, carries 0.545; number 38, C, carries -0.839; number 39, C, carries -0.483; number 40, S, carries -0.510; number 41, H, carries 0.383; number 42, H, carries 0.364; number 43, H, carries 0.348; number 44, H, carries 0.369; number 45, H, carries 0.354; number 46, H, carries 0.082; number 47, H, carries 0.376; number 48, H, carries -0.210; number 49, H, carries 0.368; number 50, C, carries -1.234; number 51, C, carries 0.417; number 52, C, carries -0.841; number 53, C, carries 0.276; number 54, N, carries 0.270; number 55, N, carries 0.381; number 56, C, carries -1.037; number 57, H, carries 0.348; number 58, H, carries 0.318; number 59, H, carries 0.260; number 60, H, carries 0.425; number 61, H, carries -0.262; number 62, H, carries 0.360; number 63, H, carries 0.055; number 64, H, carries 0.234; number 65, C, carries -0.758; number 66, O, carries -0.285; number 67, C, carries 0.228; number 68, S, carries -0.368; number 69, S, carries -0.509; number 70, H, carries 0.240; number 71, H, carries 0.354; number 72, H, carries 0.314

(3)
ORCA calculation (ωB97M-V with the def2-TZVPD basis set) on 2 unconnected molecules or ions with the total composition C3H11NS.

XYZ file:
```
16
Properties=species:S:1:pos:R:3:forces:R:3
C 0.053112 1.209503 -2.627965 -0.22 -0.41 -0.13
S -1.648957 1.152564 -1.952177 0.62 0.18 -0.06
H 0.115633 1.943918 -3.424035 -0.06 0.04 -0.03
H 0.243934 0.215490 -3.026930 0.19 0.13 -0.22
H 0.810188 1.416113 -1.875713 -0.17 0.20 0.14
C 0.505646 -1.758046 1.030573 0.45 1.08 -0.67
N -0.445796 -0.643099 1.076566 -0.30 -0.48 -0.23
C 0.030384 0.550480 1.728442 0.50 0.17 0.94
H 0.477333 -2.427991 1.888813 -0.11 -0.17 -0.02
H 1.509799 -1.322567 0.974998 -0.04 -0.09 0.19
H 0.394218 -2.257100 0.066033 -0.18 -0.51 0.32
H -1.262902 0.206032 -1.092232 -0.35 -0.14 0.39
H -1.322903 -0.975039 1.452798 -0.03 0.24 0.08
H 0.826897 1.007113 1.137131 -0.11 0.04 -0.09
H -0.742342 1.294724 1.907331 -0.27 -0.07 -0.47
H 0.455754 0.387906 2.736366 0.06 -0.23 -0.13
```
Positions in Å, forces in eV/Å.

## Properties
Electronic energy: -15613.98351 eV
Gap between HOMO and LUMO: 9.63 eV
SMILES string: CNC.CS
HOMO level: -8.67 eV
Multiplicity: 1
Relative energy (zero: lowest compared OMol25 entry of this formula, charge and spin): 17.69 kcal per mole

Charges computed using natural (NBO), reported in e: number 1, C, carries -0.718; number 2, S, carries -0.082; number 3, H, carries 0.220; number 4, H, carries 0.211; number 5, H, carries 0.210; number 6, C, carries -0.418; number 7, N, carries -0.643; number 8, C, carries -0.412; number 9, H, carries 0.181; number 10, H, carries 0.192; number 11, H, carries 0.198; number 12, H, carries 0.147; number 13, H, carries 0.359; number 14, H, carries 0.187; number 15, H, carries 0.208; number 16, H, carries 0.159

- Look up the multiplicity of the first one.
  1

- Number 2 is which compound?
  C22H40AsHgN2OS3Sb2